[1]
Molecular formula: C4H5NO2
Method: DFT, the ωB97M-V functional and the def2-TZVPD basis

Results
Largest force on an atom: 2.47 eV/A
Energy: -360.4765 Eh
Energy relative to the best compared isomer or geometry (same formula, charge and spin): 121.0 kcal/mol
LUMO energy: -0.42 eV
SMILES: CC#C[C@H](O)N=O

```
! RIJCOSX wB97M-V def2-TZVPD def2/J DEFGRID3
* xyz 0 1
C -1.224 0.482 -0.106
C -0.209 -0.132 0.072
C 1.143 -0.792 0.048
C -2.480 1.170 -0.291
N 2.601 -0.379 -0.774
O 1.518 -1.092 1.334
O 3.513 -0.560 -0.035
H 1.038 -1.700 -0.587
H -3.279 0.674 0.258
H -2.393 2.201 0.052
H -2.726 1.165 -1.356
H 2.499 -1.035 1.386
*
```

Atomic partial charges in e from the natural (NBO) method, atoms 1 to 4: 0.06, -0.09, 0.11, -0.69


[2]
Molecular formula: C2H6N2O2S
Method: DFT, the ωB97M-V functional and the def2-TZVPD basis

Results
Largest force on an atom: 4.84 eV/A
Energy: -737.8749 Eh
Energy relative to the best compared isomer or geometry (same formula, charge and spin): 80.4 kcal/mol
LUMO energy: 0.74 eV

```
! RIJCOSX wB97M-V def2-TZVPD def2/J DEFGRID3
* xyz 0 1
C 0.049 0.955 -1.726
C -1.336 -0.802 0.492
N 0.547 -0.029 -2.115
N -0.557 0.399 0.788
O 1.727 1.518 0.372
O 1.619 -0.959 0.403
S 1.207 0.172 1.151
H -1.838 -0.662 -0.382
H -2.096 -0.871 1.316
H -0.741 -1.615 0.260
H 1.060 -0.891 -1.906
H 1.113 1.814 -0.218
H -0.753 0.972 1.566
*
```

Atomic partial charges in e from the natural (NBO) method, atoms 1 to 4: 0.26, -0.42, -0.73, -0.82


[3]
Molecular formula: H16O8
Method: DFT, the ωB97M-V functional and the def2-TZVPD basis

Results
Largest force on an atom: 0.32 eV/A
Energy: -611.4778 Eh
Energy relative to the best compared isomer or geometry (same formula, charge and spin): 65.8 kcal/mol
LUMO energy: 0.08 eV
SMILES: O.O.O.O.O.O.O.O

```
! RIJCOSX wB97M-V def2-TZVPD def2/J DEFGRID3
* xyz 0 1
O -9.571 11.984 -2.546
H -9.687 11.042 -2.419
H -9.530 12.343 -1.660
O -8.359 16.471 -5.028
H -8.075 15.614 -4.709
H -8.107 16.479 -5.951
O -3.200 20.385 -1.377
H -3.958 20.352 -1.960
H -3.096 19.485 -1.067
O -1.509 15.656 -0.374
H -2.452 15.494 -0.393
H -1.337 15.969 0.514
O -11.131 18.265 0.664
H -11.543 17.402 0.696
H -11.865 18.881 0.662
O -9.068 12.937 3.705
H -8.773 12.511 4.510
H -9.935 13.281 3.919
O -8.265 20.130 -2.464
H -9.047 19.989 -1.931
H -8.298 19.440 -3.126
O -6.041 15.151 0.464
H -6.647 15.816 0.139
H -6.555 14.643 1.092
*
```

Atomic partial charges in e from the natural (NBO) method, atoms 1 to 4: -0.94, 0.47, 0.47, -0.94


[4]
Molecular formula: C27H58ClN2O9P2
Method: DFT, the ωB97M-V functional and the def2-TZVPD basis

Results
Largest force on an atom: 9.65 eV/A
Energy: -2992.6122 Eh
LUMO energy (alpha / beta): -2.31 / -2.31 eV
Expectation value of S²: 0.75

```
! RIJCOSX wB97M-V def2-TZVPD def2/J DEFGRID3
* xyz 0 2
C 3.810 -2.334 -0.459
C 3.647 -0.827 0.248
C 5.105 -0.055 0.525
N 2.465 -0.265 0.630
C 1.749 0.463 -0.485
C 2.538 1.838 -0.804
C 3.292 2.008 -2.226
C 2.301 2.486 -3.487
Cl 4.379 0.617 -2.778
C 0.296 0.931 0.214
C -0.520 -0.376 0.767
C -0.237 -0.637 2.396
C -2.139 0.040 0.704
N -0.317 -1.654 0.005
O 0.435 -2.561 0.644
C 0.024 -1.479 -1.443
C -1.271 -1.022 -2.399
C 0.447 -2.988 -2.028
C 1.290 -0.456 -1.754
H 2.975 -3.037 -0.018
H 4.848 -2.749 -0.054
H 3.833 -2.280 -1.628
H 4.974 0.987 1.048
H 5.804 -0.048 -0.415
H 5.652 -0.749 1.327
H 1.764 2.743 -0.712
H 3.326 2.042 0.070
H 4.028 2.942 -2.097
H 1.527 3.305 -3.173
H 1.836 1.568 -4.061
H 3.049 2.996 -4.264
H -0.331 1.409 -0.665
H 0.561 1.694 1.069
H 0.872 -0.924 2.628
H -1.017 -1.426 2.819
H -0.464 0.391 2.954
H -2.417 0.534 1.750
H -2.809 -0.941 0.644
H -2.365 0.776 -0.177
H -0.947 -0.980 -3.543
H -2.161 -1.769 -2.202
H -1.581 0.082 -2.118
H -0.397 -3.787 -1.828
H 0.488 -2.855 -3.213
H 1.511 -3.331 -1.683
H 0.863 0.295 -2.578
H 2.142 -1.056 -2.285
O 1.179 -0.610 5.904
P 2.506 -1.205 6.435
O 1.852 -2.700 6.700
C 1.525 -3.493 5.571
C 2.763 -3.896 4.793
O 2.284 -0.550 7.945
C 1.924 0.823 8.041
C 0.470 0.937 8.462
O 3.988 -1.871 7.029
C 4.209 -2.318 8.363
C 3.673 -3.711 8.640
H 0.817 -2.961 4.930
H 1.021 -4.391 5.943
H 3.250 -3.020 4.354
H 2.503 -4.587 3.985
H 3.495 -4.378 5.446
H 2.107 1.345 7.094
H 2.565 1.287 8.796
H -0.189 0.342 7.821
H 0.136 1.978 8.434
H 0.337 0.556 9.481
H 3.858 -1.603 9.110
H 5.298 -2.351 8.482
H 2.588 -3.700 8.766
H 4.101 -4.105 9.568
H 3.912 -4.398 7.824
O -4.076 0.284 -5.345
P -4.908 1.574 -5.149
O -5.292 1.698 -6.752
C -6.205 0.758 -7.292
C -7.588 0.911 -6.692
O -3.554 2.536 -5.127
C -2.463 2.150 -4.301
C -1.325 1.642 -5.169
O -5.838 3.016 -4.929
C -5.503 4.295 -5.457
C -5.887 4.477 -6.915
H -5.827 -0.259 -7.148
H -6.254 0.939 -8.371
H -7.580 0.669 -5.624
H -8.301 0.246 -7.190
H -7.943 1.941 -6.785
H -2.772 1.396 -3.567
H -2.136 3.031 -3.742
H -1.659 0.866 -5.866
H -0.518 1.233 -4.554
H -0.920 2.455 -5.780
H -4.457 4.561 -5.287
H -6.085 5.015 -4.869
H -5.186 3.961 -7.576
H -5.862 5.538 -7.186
H -6.888 4.088 -7.113
*
```

Atomic partial charges in e from the Löwdin method, atoms 1 to 4: -0.06, -0.24, -0.09, 0.04


[5]
Molecular formula: C3H11NO2
Method: DFT, the ωB97M-V functional and the def2-TZVPD basis

Results
Largest force on an atom: 2.19 eV/A
Energy: -326.0615 Eh
Energy relative to the best compared isomer or geometry (same formula, charge and spin): 43.9 kcal/mol
LUMO energy: 0.75 eV
SMILES: NCCCO.O

```
! RIJCOSX wB97M-V def2-TZVPD def2/J DEFGRID3
* xyz 0 1
C 1.040 -0.619 1.195
C -0.419 -0.617 0.469
C -1.184 0.741 0.407
O -2.198 0.553 -0.666
N 2.084 -1.592 0.902
H 0.933 -0.653 2.359
H 1.387 0.368 0.830
H -1.018 -1.346 0.970
H -0.226 -0.818 -0.597
H -0.371 1.444 0.281
H -1.745 1.336 1.106
H -2.640 1.401 -0.670
H 2.355 -2.348 1.491
H 2.885 -1.510 0.301
H -0.135 1.683 -3.420
H -0.713 1.048 -2.152
O -0.034 0.928 -2.808
*
```

Atomic partial charges in e from the natural (NBO) method, atoms 1 to 4: -0.20, -0.43, -0.09, -0.73


[6]
Molecular formula: C4H11NO2
Method: DFT, the ωB97M-V functional and the def2-TZVPD basis

Results
Largest force on an atom: 4.24 eV/A
Energy: -364.1644 Eh
Energy relative to the best compared isomer or geometry (same formula, charge and spin): 65.1 kcal/mol
LUMO energy: 0.79 eV
SMILES: N[C@@H](CO)CCO

```
! RIJCOSX wB97M-V def2-TZVPD def2/J DEFGRID3
* xyz 0 1
C 0.468 0.588 -1.668
O 1.760 1.262 -2.142
C 0.069 0.562 -0.166
C -1.171 -0.301 -0.067
C -1.618 -0.411 1.326
O -0.916 -1.515 2.057
N 1.335 -0.015 0.568
H 0.642 -0.412 -1.877
H -0.268 1.074 -2.290
H 2.361 1.496 -1.351
H 0.067 1.629 0.158
H -1.994 0.225 -0.705
H -1.091 -1.350 -0.550
H -1.374 0.531 1.997
H -2.671 -0.660 1.252
H -1.604 -2.233 2.004
H 1.361 -0.223 1.525
H 1.982 -0.573 -0.002
*
```

Atomic partial charges in e from the natural (NBO) method, atoms 1 to 4: -0.06, -0.76, -0.07, -0.46